Entry 1
C6H5FO in the gas phase, computed with ωB97M-V with the def2-TZVPD basis set.

CARTESIAN COORDINATES (ANGSTROEM)
1 O 1.732 -1.971 0.050
2 C 1.040 -1.010 0.024
3 C 1.529 0.402 -0.078
4 C 0.516 1.177 -0.515
5 C -0.805 0.501 -0.529
6 C -1.232 -0.018 0.889
7 C -0.456 -0.908 -0.126
8 F -1.127 -2.002 -0.614
9 H 2.566 0.729 0.104
10 H 0.664 2.274 -0.702
11 H -1.526 0.768 -1.304
12 H -2.240 -0.355 1.057
13 H -0.660 0.413 1.745

The charge is 0. Its SMILES is O=C1C=C[C@@H]2C[C@]12F. The highest occupied orbital energy comes out at -9.80 eV. Its HOMO-LUMO gap is 0.368 Ha.



Entry 2
C6H5FO in the gas phase, computed with ωB97M-V with the def2-TZVPD basis set.

CARTESIAN COORDINATES (ANGSTROEM)
1 O -0.225 2.640 -0.247
2 C -0.149 1.464 -0.200
3 C -1.172 0.742 0.523
4 C -1.171 -0.643 0.439
5 C -0.061 -0.945 -0.495
6 C 1.260 -0.798 0.274
7 C 0.715 0.338 -0.580
8 F 1.678 0.643 -1.575
9 H -1.971 1.507 0.985
10 H -1.845 -1.272 1.038
11 H -0.444 -1.663 -1.254
12 H 2.086 -1.306 -0.218
13 H 1.299 -0.708 1.309

The charge is 0. Its SMILES is O=C1C=C[C@@H]2C[C@]12F. The highest occupied orbital energy comes out at -9.79 eV. Its HOMO-LUMO gap is 0.359 Ha.



Most favorable first, least favorable last: entry 1, entry 2



Entry 1
C3H3ClF2OS in the gas phase, computed with ωB97M-V with the def2-TZVPD basis set.

CARTESIAN COORDINATES (ANGSTROEM)
1 F -0.770 0.771 -1.197
2 C -0.868 -0.490 -0.624
3 F -1.997 -0.551 0.036
4 Cl -1.130 -1.799 -1.949
5 C 0.374 -0.883 0.211
6 O 0.545 0.089 1.263
7 C 0.801 1.396 0.772
8 S 0.557 2.737 1.559
9 H 1.274 -0.897 -0.520
10 H 0.303 -1.783 0.775
11 H 0.913 1.411 -0.326

The charge is 0. Its SMILES is FC(F)(Cl)COC=S. The highest occupied orbital energy comes out at -9.32 eV. Its HOMO-LUMO gap is 0.339 Ha.



Entry 2
2 unconnected molecules or ions with the total composition C3H3ClF2OS, computed with ωB97M-V with the def2-TZVPD basis set.

CARTESIAN COORDINATES (ANGSTROEM)
1 C 0.092 0.549 1.976
2 C -0.459 0.495 -0.460
3 C 0.802 -0.233 -1.113
4 O 1.040 1.148 2.339
5 F 0.800 -1.585 -0.854
6 F 0.784 -0.080 -2.478
7 S -2.029 -0.276 -0.556
8 Cl -0.962 -0.329 2.888
9 H -0.356 1.640 -0.349
10 H 1.734 0.231 -0.610
11 H -1.446 -1.560 -0.782

The charge is 0. The highest occupied orbital energy (alpha / beta) comes out at -8.47 / -8.18 eV. Its HOMO-LUMO gap (alpha / beta) is 0.295 / 0.278 Ha.



Most favorable first, least favorable last: entry 1, entry 2



Entry 1
C5H8O4 in the gas phase, computed with ωB97M-V with the def2-TZVPD basis set.

CARTESIAN COORDINATES (ANGSTROEM)
1 C -1.363 1.532 0.480
2 C -0.041 1.451 0.625
3 O 0.655 2.355 1.272
4 C 0.847 0.313 0.183
5 O 1.834 -0.016 0.839
6 C 0.327 -0.624 -0.935
7 O -0.816 -0.191 -1.630
8 C 0.002 -1.912 -0.226
9 O 1.173 -2.573 0.116
10 H -1.900 2.366 0.973
11 H -1.994 0.729 0.106
12 H 0.143 3.112 1.451
13 H 1.179 -0.846 -1.608
14 H -0.538 0.567 -2.147
15 H -0.506 -2.592 -0.852
16 H -0.663 -1.708 0.645
17 H 1.660 -1.963 0.709

The charge is 0. Its SMILES is C=C(O)C(=O)[C@H](O)CO. The highest occupied orbital energy comes out at -9.60 eV. Its HOMO-LUMO gap is 0.354 Ha.



Entry 2
A molecular structure, C5H8O4, computed with ωB97M-V with the def2-TZVPD basis set.

CARTESIAN COORDINATES (ANGSTROEM)
1 O 2.828 0.563 0.330
2 C 1.678 0.681 -0.133
3 C 0.986 -0.590 -0.750
4 O 1.099 -1.755 0.075
5 C -0.306 -1.741 0.390
6 C -0.489 -0.610 -0.582
7 C -1.798 0.624 -0.207
8 O -1.464 -0.186 -1.353
9 H 1.481 1.514 -0.854
10 H 1.370 -0.712 -1.774
11 H -0.821 -2.667 0.094
12 H -0.490 -1.504 1.447
13 H -2.673 0.224 0.311
14 H -1.965 1.633 -0.591
15 O 0.515 1.208 1.290
16 H -0.854 1.252 0.822
17 H 0.903 2.066 1.485

The charge is 0. The highest occupied orbital energy comes out at -8.70 eV. Its HOMO-LUMO gap is 0.294 Ha.



Most favorable first, least favorable last: entry 1, entry 2



Entry 1
5 unconnected molecules or ions with the total composition C10H15N5, computed with ωB97M-V with the def2-TZVPD basis set.

CARTESIAN COORDINATES (ANGSTROEM)
1 C -3.708 0.058 -2.424
2 C -3.499 -0.848 -1.297
3 N -3.288 -1.579 -0.435
4 H -2.966 0.859 -2.405
5 H -4.673 0.559 -2.385
6 H -3.605 -0.450 -3.379
7 C -0.028 0.324 -0.266
8 C 1.169 0.662 -1.033
9 N 2.119 0.897 -1.632
10 H 0.144 0.325 0.807
11 H -0.274 -0.713 -0.501
12 H -0.842 0.980 -0.563
13 C -0.098 -3.417 0.488
14 C 0.266 -4.740 0.982
15 N 0.579 -5.748 1.423
16 H -1.104 -3.201 0.858
17 H -0.111 -3.345 -0.595
18 H 0.552 -2.671 0.943
19 C -2.062 0.953 2.731
20 C -2.712 2.031 3.434
21 N -3.197 2.903 3.997
22 H -2.848 0.194 2.605
23 H -1.294 0.467 3.331
24 H -1.733 1.125 1.714
25 C 5.192 2.031 -1.145
26 C 6.149 3.121 -0.934
27 N 6.908 3.962 -0.764
28 H 5.433 1.269 -0.403
29 H 5.354 1.607 -2.133
30 H 4.176 2.386 -1.019

The charge is 0. Its SMILES is CC#N.CC#N.CC#N.CC#N.CC#N. The highest occupied orbital energy comes out at -11.56 eV. Its HOMO-LUMO gap is 0.416 Ha.



Entry 2
5 unconnected molecules or ions with the total composition C10H15N5, computed with ωB97M-V with the def2-TZVPD basis set.

CARTESIAN COORDINATES (ANGSTROEM)
1 C -2.706 -2.418 -0.759
2 C -1.823 -1.417 -0.232
3 N -1.155 -0.582 0.290
4 H -3.731 -2.144 -0.507
5 H -2.419 -3.381 -0.337
6 H -2.641 -2.408 -1.847
7 C -4.016 -1.397 -7.614
8 C -3.183 -2.611 -7.417
9 N -2.492 -3.564 -7.191
10 H -3.493 -0.570 -7.134
11 H -5.047 -1.452 -7.263
12 H -4.078 -1.194 -8.683
13 C 4.443 -2.946 2.609
14 C 3.472 -3.908 2.205
15 N 2.674 -4.725 1.943
16 H 5.095 -3.594 3.195
17 H 4.118 -2.004 3.051
18 H 4.985 -2.786 1.677
19 C -2.899 3.150 4.976
20 C -1.455 3.467 5.159
21 N -0.309 3.647 5.332
22 H -3.311 2.535 5.776
23 H -3.131 2.835 3.959
24 H -3.463 4.079 5.059
25 C 4.123 4.292 0.678
26 C 5.163 3.289 0.429
27 N 5.933 2.437 0.212
28 H 4.454 5.086 1.348
29 H 3.400 3.712 1.251
30 H 3.494 4.571 -0.167

The charge is 0. Its SMILES is CC#N.CC#N.CC#N.CC#N.CC#N. The highest occupied orbital energy comes out at -11.23 eV. Its HOMO-LUMO gap is 0.430 Ha.



Most favorable first, least favorable last: entry 1, entry 2



Entry 1
2 unconnected molecules or ions with the total composition CH4NOS, computed with ωB97M-V with the def2-TZVPD basis set.

CARTESIAN COORDINATES (ANGSTROEM)
1 C 0.738 -1.109 0.262
2 N -0.631 -0.551 0.211
3 O -1.720 -1.252 0.399
4 S -0.703 2.441 -0.342
5 H 1.513 -0.354 0.023
6 H 0.854 -2.256 0.369
7 H -0.630 0.485 -0.008
8 H 0.579 2.597 -0.914

The charge is -1. The highest occupied orbital energy comes out at -3.33 eV. Its HOMO-LUMO gap is 0.278 Ha.



Entry 2
2 unconnected molecules or ions with the total composition CH4NOS, computed with ωB97M-V with the def2-TZVPD basis set.

CARTESIAN COORDINATES (ANGSTROEM)
1 C 0.235 0.987 -0.514
2 N 0.962 -0.541 -0.263
3 O 2.125 -0.746 0.162
4 S -2.171 -1.017 0.705
5 H -0.668 0.957 -1.068
6 H 0.998 1.734 -0.626
7 H 0.173 -1.165 -0.027
8 H -1.654 -0.210 1.632

The charge is -1. The highest occupied orbital energy (alpha / beta) comes out at -2.98 / -2.97 eV. Its HOMO-LUMO gap (alpha / beta) is 0.265 / 0.247 Ha.



Most favorable first, least favorable last: entry 1, entry 2



Entry 1
C6H10NO2P in the gas phase, computed with ωB97M-V with the def2-TZVPD basis set.

CARTESIAN COORDINATES (ANGSTROEM)
1 C 1.235 2.707 -1.186
2 N 1.140 1.289 -1.516
3 C 0.261 0.512 -0.796
4 C -0.674 1.005 0.179
5 C -1.305 0.034 0.862
6 O -2.133 0.204 1.911
7 P -1.178 -1.643 0.213
8 C -0.568 -2.652 1.631
9 C 0.362 -1.344 -0.569
10 O 0.833 -2.168 -1.575
11 H 2.051 3.010 -0.436
12 H 1.529 3.304 -2.126
13 H 0.346 2.997 -0.667
14 H 1.975 1.016 -1.977
15 H -0.703 2.056 0.478
16 H -1.975 1.142 2.266
17 H -1.349 -2.860 2.441
18 H 0.303 -2.310 2.002
19 H -0.385 -3.676 1.094
20 H 0.235 -2.624 -2.229

The charge is 0. Its SMILES is CNC1=CC(O)=P(C)=C1O. The highest occupied orbital energy (alpha / beta) comes out at -6.29 / -6.29 eV. Its HOMO-LUMO gap (alpha / beta) is 0.246 / 0.246 Ha.



Entry 2
2 unconnected molecules or ions with the total composition C6H10NO2P, computed with ωB97M-V with the def2-TZVPD basis set.

CARTESIAN COORDINATES (ANGSTROEM)
1 C 1.039 1.745 2.047
2 C 0.230 0.591 1.462
3 C -0.848 1.053 0.366
4 O -1.992 1.499 0.870
5 C -0.613 0.867 -1.001
6 N 0.674 0.405 -1.319
7 O 1.080 0.578 -2.527
8 H 0.332 2.454 2.438
9 H 1.779 1.385 2.766
10 H 1.612 2.287 1.329
11 H 0.874 -0.193 0.954
12 H -0.368 0.130 2.270
13 H -2.782 1.624 0.153
14 H -1.181 1.414 -1.853
15 C -0.308 -2.470 -1.718
16 C 0.423 -2.867 -0.578
17 P 1.372 -3.562 0.408
18 H -1.416 -2.570 -1.662
19 H 0.018 -1.414 -1.696
20 H 0.077 -2.956 -2.708

The charge is 0. Its SMILES is CC/C(O)=C\N=O.CC#P. The highest occupied orbital energy (alpha / beta) comes out at -8.95 / -8.95 eV. Its HOMO-LUMO gap (alpha / beta) is 0.311 / 0.311 Ha.



Most favorable first, least favorable last: entry 1, entry 2



Entry 1
C26H29FN4O5 in the gas phase, computed with ωB97M-V with the def2-TZVPD basis set.

CARTESIAN COORDINATES (ANGSTROEM)
1 C 9.378 -0.917 0.738
2 O 8.157 -1.318 0.134
3 C 7.051 -0.741 0.613
4 O 7.057 0.073 1.504
5 C 5.817 -1.212 -0.073
6 C 5.859 -2.161 -1.098
7 C 4.688 -2.563 -1.701
8 C 3.464 -2.030 -1.296
9 C 2.219 -2.460 -1.947
10 O 2.181 -3.287 -2.830
11 N 1.063 -1.845 -1.482
12 C -0.204 -2.206 -2.111
13 C -1.021 -3.128 -1.208
14 C -2.292 -3.641 -1.884
15 C -3.233 -2.554 -2.408
16 C -3.657 -1.532 -1.345
17 C -3.076 -0.150 -1.627
18 O -2.443 0.093 -2.640
19 N -3.358 0.822 -0.730
20 C -3.909 0.648 0.593
21 C -2.797 0.865 1.639
22 N -2.252 2.199 1.502
23 C -2.843 3.264 2.162
24 C -2.984 4.530 1.579
25 C -3.512 5.594 2.285
26 C -3.918 5.406 3.591
27 F -4.447 6.444 4.282
28 C -3.788 4.175 4.206
29 C -3.251 3.121 3.497
30 C -1.701 2.357 0.172
31 C -2.772 2.139 -0.905
32 C 1.004 -0.938 -0.449
33 O -0.034 -0.467 -0.034
34 N 2.205 -0.580 0.111
35 C 3.425 -1.081 -0.269
36 C 4.608 -0.674 0.341
37 H 9.371 -1.158 1.803
38 H 10.165 -1.466 0.226
39 H 9.523 0.159 0.622
40 H 6.808 -2.568 -1.407
41 H 4.682 -3.293 -2.496
42 H -0.752 -1.286 -2.318
43 H 0.042 -2.711 -3.047
44 H -1.268 -2.588 -0.294
45 H -0.404 -3.988 -0.932
46 H -2.010 -4.278 -2.725
47 H -2.830 -4.265 -1.166
48 H -2.753 -2.014 -3.225
49 H -4.116 -3.046 -2.818
50 H -3.334 -1.865 -0.360
51 H -4.744 -1.428 -1.328
52 H -4.357 -0.336 0.709
53 H -4.689 1.405 0.745
54 H -3.196 0.702 2.637
55 H -1.987 0.153 1.452
56 H -2.689 4.702 0.557
57 H -3.620 6.562 1.823
58 H -4.097 4.052 5.232
59 H -3.127 2.176 4.002
60 H -1.227 3.331 0.069
61 H -0.938 1.582 0.049
62 H -2.334 2.180 -1.903
63 H -3.567 2.888 -0.819
64 H 2.160 0.095 0.864
65 H 4.602 0.057 1.136

The charge is 0. Its SMILES is COC(=O)c1ccc2c(=O)n(CCCCCC(=O)N3CCN(c4ccc(F)cc4)CC3)c(=O)[nH]c2c1. The highest occupied orbital energy comes out at -7.51 eV. Its HOMO-LUMO gap is 0.262 Ha.



Entry 2
C26H29FN4O5 in the gas phase, computed with ωB97M-V with the def2-TZVPD basis set.

CARTESIAN COORDINATES (ANGSTROEM)
1 C 7.004 -1.001 -2.056
2 C 5.655 -1.256 -1.493
3 C 5.157 -1.157 -0.228
4 C 3.799 -1.550 -0.374
5 N 2.819 -1.660 0.583
6 C 2.949 -1.344 1.900
7 O 3.967 -0.929 2.407
8 C 1.671 -1.578 2.696
9 C 0.678 -0.423 2.523
10 C -0.020 -0.468 1.178
11 O 0.049 -1.445 0.438
12 N -0.729 0.618 0.819
13 C -1.102 1.711 1.697
14 C -0.194 2.894 1.564
15 C -0.456 4.215 1.351
16 C 0.802 4.863 1.300
17 C 1.732 3.889 1.484
18 O 1.139 2.696 1.651
19 C -1.286 0.649 -0.539
20 C -2.698 0.053 -0.418
21 O -3.681 0.700 -0.109
22 N -2.698 -1.274 -0.603
23 C -3.855 -2.114 -0.375
24 C -4.082 -3.059 -1.567
25 C -3.448 -4.379 -1.135
26 C -3.828 -4.464 0.340
27 C -3.635 -3.032 0.848
28 C -1.158 2.030 -1.131
29 C -2.217 2.902 -1.336
30 C -2.001 4.161 -1.871
31 C -0.725 4.574 -2.207
32 C 0.349 3.720 -2.017
33 C 0.115 2.468 -1.488
34 F 1.167 1.642 -1.299
35 N 3.534 -1.853 -1.625
36 O 4.683 -1.671 -2.325
37 H 7.399 -1.910 -2.506
38 H 7.672 -0.668 -1.268
39 H 6.948 -0.240 -2.832
40 H 5.644 -0.859 0.674
41 H 1.897 -1.912 0.236
42 H 1.204 -2.512 2.380
43 H 1.951 -1.651 3.748
44 H -0.082 -0.494 3.307
45 H 1.197 0.530 2.629
46 H -2.118 2.020 1.435
47 H -1.110 1.355 2.730
48 H -1.420 4.665 1.239
49 H 0.982 5.907 1.145
50 H 2.803 3.909 1.516
51 H -0.663 -0.032 -1.133
52 H -1.811 -1.750 -0.712
53 H -4.695 -1.431 -0.232
54 H -5.151 -3.197 -1.725
55 H -3.648 -2.656 -2.481
56 H -2.364 -4.331 -1.241
57 H -3.814 -5.226 -1.713
58 H -4.874 -4.757 0.433
59 H -3.221 -5.180 0.890
60 H -2.615 -2.898 1.212
61 H -4.315 -2.791 1.662
62 H -3.214 2.589 -1.070
63 H -2.839 4.824 -2.022
64 H -0.559 5.558 -2.617
65 H 1.356 4.011 -2.269

The charge is 0. Its SMILES is Cc1cc(NC(=O)CCC(=O)N(Cc2ccco2)[C@@H](C(=O)NC2CCCC2)c2ccccc2F)no1. The highest occupied orbital energy comes out at -8.67 eV. Its HOMO-LUMO gap is 0.343 Ha.



Most favorable first, least favorable last: entry 1, entry 2



Entry 1
2 unconnected molecules or ions with the total composition C4H3FO, computed with ωB97M-V with the def2-TZVPD basis set.

CARTESIAN COORDINATES (ANGSTROEM)
1 C 0.810 1.078 0.098
2 C 1.365 0.172 0.836
3 O 1.905 -0.608 1.439
4 H 0.768 1.011 -1.007
5 H 0.306 1.937 0.644
6 C -1.390 -1.265 -1.039
7 C -1.112 -0.458 -0.182
8 F -1.174 0.198 0.955
9 H -1.477 -2.065 -1.743

The charge is 0. Its SMILES is C=C=O.C#CF. The highest occupied orbital energy comes out at -8.98 eV. Its HOMO-LUMO gap is 0.359 Ha.



Entry 2
2 unconnected molecules or ions with the total composition C4H3FO, computed with ωB97M-V with the def2-TZVPD basis set.

CARTESIAN COORDINATES (ANGSTROEM)
1 O -1.263 1.521 -0.921
2 C -0.351 0.828 -1.067
3 C 0.692 0.216 -1.582
4 F 1.957 0.382 -1.005
5 H 0.675 -0.565 -2.218
6 C -0.313 -0.969 1.269
7 C -0.646 -0.251 2.172
8 H -0.324 -1.557 0.390
9 H -0.427 0.395 2.963

The charge is 0. Its SMILES is O=C=CF.C#C. The highest occupied orbital energy comes out at -9.34 eV. Its HOMO-LUMO gap is 0.342 Ha.



Most favorable first, least favorable last: entry 2, entry 1